Record 1
# C21H62Cl2O24P4

9 unconnected molecules or ions with the total composition C21H62Cl2O24P4 at a distorted geometry (ωB97M-V/def2-TZVPD, the Open Molecules 2025 dataset).

The electronic energy comes out at -134129.9475 eV. The total charge is 0. As for the SMILES: COP(=O)(OC)OC.COP(=O)(OC)OC.COP(=O)(OC)OC.COP(=O)(OC)OC.ClCCl.OCCO.OCCO.OCCO.OCCO. The value obtained for the HOMO-LUMO gap is 9.33 eV.

Cartesian coordinates (Å):
C1 -7.20 -0.97 0.21
O1 -7.25 0.25 -0.52
P1 -6.42 1.47 0.02
O2 -6.48 1.68 1.47
O3 -4.98 1.21 -0.57
C2 -4.02 2.24 -0.75
O4 -6.89 2.68 -0.87
C3 -8.22 3.21 -0.70
H1 -7.55 -0.88 1.23
H2 -6.19 -1.39 0.21
H3 -7.80 -1.71 -0.32
H4 -3.03 1.91 -0.41
H5 -4.30 3.16 -0.25
H6 -3.90 2.45 -1.82
H7 -8.19 4.23 -1.08
H8 -8.50 3.22 0.35
H9 -8.91 2.64 -1.31
C4 -5.13 -8.45 -1.68
O5 -4.15 -7.69 -0.96
P2 -3.87 -6.23 -1.48
O6 -5.01 -5.34 -1.62
O7 -3.01 -6.44 -2.81
C5 -3.53 -6.06 -4.09
O8 -2.78 -5.82 -0.42
C6 -1.67 -5.00 -0.72
H10 -4.93 -9.50 -1.52
H11 -5.10 -8.29 -2.76
H12 -6.14 -8.17 -1.37
H13 -3.54 -6.96 -4.72
H14 -2.88 -5.32 -4.55
H15 -4.56 -5.70 -4.05
H16 -0.77 -5.48 -0.32
H17 -1.76 -4.09 -0.12
H18 -1.59 -4.78 -1.78
C7 4.12 2.89 -5.17
O9 4.16 1.51 -4.78
P3 5.51 0.70 -4.98
O10 6.18 0.95 -6.25
O11 6.34 1.12 -3.68
C8 7.55 0.43 -3.43
O12 5.02 -0.79 -4.76
C9 4.72 -1.26 -3.46
H19 5.08 3.25 -5.53
H20 3.71 3.48 -4.36
H21 3.37 2.97 -5.96
H22 7.92 -0.29 -4.17
H23 7.62 -0.08 -2.47
H24 8.36 1.17 -3.40
H25 4.56 -2.34 -3.48
H26 3.85 -0.74 -3.05
H27 5.52 -1.11 -2.72
C10 -1.77 -1.10 0.69
O13 -1.33 0.09 0.00
P4 0.13 0.61 0.23
O14 0.41 1.14 1.57
O15 1.09 -0.60 -0.10
C11 0.97 -1.32 -1.33
O16 0.33 1.62 -0.93
C12 1.62 2.19 -1.10
H28 -1.12 -1.43 1.49
H29 -1.95 -1.90 -0.02
H30 -2.73 -0.84 1.11
H31 0.13 -2.02 -1.26
H32 1.89 -1.88 -1.47
H33 0.76 -0.65 -2.16
H34 2.10 2.00 -2.06
H35 2.34 1.89 -0.34
H36 1.56 3.27 -0.98
Cl1 -3.22 -2.89 3.05
C13 -2.83 -4.56 3.51
Cl2 -4.26 -5.58 3.57
H37 -2.07 -4.94 2.84
H38 -2.41 -4.54 4.52
O17 7.73 1.19 1.46
C14 6.93 2.36 1.23
C15 6.12 2.23 -0.03
O18 4.84 1.66 0.16
H39 7.94 1.16 2.39
H40 6.28 2.56 2.08
H41 7.61 3.22 1.12
H42 6.61 1.68 -0.83
H43 6.03 3.27 -0.38
H44 4.90 0.72 -0.03
O19 1.15 -0.47 4.62
C16 1.82 0.56 5.31
C17 2.54 1.52 4.38
O20 1.62 2.31 3.63
H45 0.35 -0.12 4.22
H46 1.15 1.13 5.97
H47 2.57 0.08 5.95
H48 3.11 0.93 3.66
H49 3.17 2.20 4.95
H50 1.42 1.92 2.76
O21 2.36 4.27 1.62
C18 2.75 5.63 1.76
C19 4.05 5.79 0.98
O22 3.89 5.33 -0.36
H51 1.81 3.99 2.36
H52 1.99 6.25 1.26
H53 2.88 5.90 2.80
H54 4.83 5.22 1.49
H55 4.26 6.86 0.93
H56 3.36 4.53 -0.25
O23 -4.36 0.24 4.42
C20 -3.72 0.95 3.38
C21 -2.35 1.45 3.73
O24 -1.36 0.42 3.57
H57 -3.81 -0.52 4.63
H58 -3.81 0.42 2.41
H59 -4.31 1.84 3.12
H60 -2.33 1.91 4.71
H61 -2.12 2.23 2.99
H62 -0.90 0.69 2.76



Record 2
# C32H54BClF4I2MgNNaO18S3

A molecular structure, C32H54BClF4I2MgNNaO18S3 at a distorted geometry (ωB97M-V/def2-TZVPD, the Open Molecules 2025 dataset).

The electronic energy comes out at -155035.9993 eV. The total charge is -2. The value obtained for the HOMO-LUMO gap is 0.81 eV.

Cartesian coordinates (Å):
C1 9.27 1.45 2.33
C2 9.45 0.40 1.10
O1 10.00 1.01 -0.11
C3 8.95 1.54 -0.95
C4 8.74 0.62 -2.26
O2 8.09 -0.66 -1.96
C5 7.17 -1.02 -3.05
C6 5.80 -0.18 -2.91
O3 4.73 -1.00 -2.34
C7 3.91 -0.07 -1.57
C8 2.52 -0.67 -1.06
C9 1.25 -0.39 -2.07
C10 1.18 1.03 -2.83
C11 -0.27 1.35 -3.48
C12 -0.82 2.75 -2.86
C13 -0.97 2.56 -1.25
O4 -0.05 2.97 -0.48
O5 -2.18 1.93 -0.81
C14 -2.35 2.07 0.64
C15 -2.67 3.58 1.12
N1 1.64 -1.33 -3.21
C16 2.03 -2.60 -2.50
C17 2.32 -2.28 -0.92
C18 3.44 -3.16 -0.19
I1 4.61 -2.10 1.34
C19 2.88 -4.53 0.50
C20 2.68 -4.46 2.10
I2 1.02 -5.30 -0.35
H1 9.88 1.06 3.22
H2 9.58 2.52 2.03
H3 8.16 1.50 2.66
H4 10.08 -0.49 1.48
H5 8.40 -0.01 0.85
H6 7.95 1.71 -0.38
H7 9.29 2.60 -1.28
H8 9.80 0.44 -2.72
H9 8.16 1.23 -3.06
H10 7.68 -0.69 -4.02
H11 7.02 -2.15 -3.12
H12 5.45 0.30 -3.89
H13 6.00 0.69 -2.17
H14 3.83 0.91 -2.17
H15 4.53 0.19 -0.62
H16 2.37 -0.29 0.03
H17 0.28 -0.62 -1.51
H18 1.58 1.89 -2.16
H19 1.92 0.98 -3.72
H20 -0.11 1.54 -4.61
H21 -1.02 0.48 -3.39
H22 -0.02 3.56 -3.06
H23 -1.79 3.09 -3.36
H24 -3.28 1.43 0.91
H25 -1.44 1.61 1.18
H26 -3.28 4.14 0.31
H27 -3.26 3.52 2.12
H28 -1.66 4.12 1.25
H29 0.82 -1.64 -3.77
H30 2.49 -1.11 -3.75
H31 2.90 -3.25 -2.93
H32 1.13 -3.31 -2.56
H33 1.40 -2.32 -0.21
H34 4.24 -3.47 -1.05
H35 3.67 -5.34 0.32
H36 3.66 -4.69 2.67
H37 2.15 -3.50 2.47
H38 1.96 -5.33 2.37
F1 -0.59 -4.54 1.62
Cl1 5.31 -4.86 -0.92
Mg1 5.40 -6.98 -1.75
F2 3.06 -4.51 -4.00
Na1 -1.76 -5.43 0.11
C21 -6.32 3.06 1.29
C22 -6.88 2.03 0.33
O6 -7.61 1.12 1.14
S1 -8.24 1.92 2.41
O7 -9.60 2.24 2.11
O8 -7.84 1.24 3.61
O9 -7.35 3.27 2.26
H39 -5.44 2.68 1.81
H40 -6.08 4.00 0.79
H41 -6.10 1.51 -0.23
H42 -7.59 2.49 -0.38
B1 8.46 -1.54 5.17
O10 7.92 -1.84 6.51
C23 8.25 -0.82 7.31
O11 7.95 -0.75 8.48
C24 9.00 0.17 6.54
O12 9.44 1.21 6.97
O13 9.13 -0.24 5.28
F3 7.39 -1.47 4.21
F4 9.40 -2.56 4.78
C25 -10.61 4.62 -3.77
C26 -10.50 4.59 -2.38
C27 -10.25 3.38 -1.73
C28 -10.11 2.21 -2.46
C29 -10.22 2.24 -3.85
C30 -10.47 3.44 -4.50
H43 -10.81 5.56 -4.27
H44 -10.60 5.50 -1.80
H45 -10.17 3.36 -0.65
H46 -9.91 1.27 -1.96
H47 -10.10 1.33 -4.43
H48 -10.56 3.47 -5.58
O14 -11.05 -1.32 -3.78
S2 -11.29 -1.32 -2.32
O15 -12.09 -0.13 -1.96
O16 -9.99 -1.27 -1.61
O17 -12.01 -2.54 -1.93
C31 -4.64 -3.32 4.73
S3 -5.44 -2.06 3.71
O18 -4.38 -1.40 2.90
C32 -5.86 -0.95 5.07
H49 -4.26 -4.10 4.08
H50 -3.81 -2.87 5.28
H51 -5.36 -3.74 5.43
H52 -4.96 -0.66 5.60
H53 -6.55 -1.46 5.75
H54 -6.35 -0.07 4.66



Question: Look up the electronic energy of the second one.
Answer: -155035.9993 eV